# 1
Molecular formula: C25H84F3NO22P3S2
Method: DFT, ωB97M-V with the def2-TZVPD basis set

highest occupied orbital energy: -4.51 eV
Kohn-Sham gap: 6.3 eV
charge: -1
2S+1: 1
electronic energy: -131503.1713 eV

The geometry in XYZ format:
```
140
Properties=species:S:1:pos:R:3:lowdin_charge:R:1
C 4.517 0.724 3.403 -0.04
C 4.249 -0.558 2.441 -0.49
O 5.321 -1.186 2.201 -0.02
N 2.956 -1.093 2.016 -0.24
C 2.104 -1.537 3.055 -0.44
C 1.481 -2.977 3.443 -0.07
O 1.891 -0.761 4.059 -0.04
P 2.326 -0.560 0.421 0.09
S 0.560 -1.884 0.527 0.61
S 4.039 0.785 0.061 0.58
C 1.667 -0.365 -1.395 -0.49
C 2.478 0.547 -2.398 -0.31
O 1.745 0.439 -3.697 -0.16
C 1.396 0.930 1.128 -0.33
C 0.073 1.508 0.489 -0.11
C -1.319 0.896 1.024 -0.39
F -2.298 1.919 1.272 0.02
F -1.224 0.170 2.208 0.08
F -1.917 0.093 -0.010 0.00
P 3.621 -2.135 -0.503 0.69
P 3.786 -3.995 0.566 0.42
O 4.111 -3.977 2.057 -0.38
O 5.239 -4.702 -0.098 -0.27
O 2.608 -5.188 0.127 -0.27
H 5.295 0.410 4.188 0.08
H 5.039 1.529 2.773 0.07
H 3.580 1.117 3.899 0.05
H 1.560 -3.742 2.612 0.02
H 2.077 -3.345 4.342 0.08
H 0.407 -2.831 3.823 0.09
H 0.955 -3.200 0.585 -0.16
H 3.658 2.028 -0.364 -0.12
H 1.763 -1.409 -1.890 0.03
H 0.520 -0.256 -1.462 0.05
H 3.515 0.142 -2.676 0.08
H 2.472 1.667 -2.204 0.09
H 2.121 -0.317 -4.203 0.08
H 2.126 1.824 1.147 0.05
H 1.147 0.877 2.258 0.09
H 0.003 2.595 0.887 0.12
H 0.041 1.673 -0.638 0.13
H 4.977 -1.614 -0.418 -0.08
H 5.021 -5.565 -0.505 0.04
H 1.969 -5.302 0.859 0.04
C -4.905 1.891 3.523 -0.16
O -4.039 3.006 3.376 -0.13
H -5.736 2.171 4.171 0.08
H -5.293 1.596 2.545 0.06
H -4.360 1.058 3.975 0.08
H -3.320 2.723 2.799 0.03
C -6.646 0.543 -0.325 -0.16
O -6.713 1.861 0.205 -0.13
H -7.623 0.069 -0.220 0.08
H -6.376 0.587 -1.382 0.05
H -5.901 -0.037 0.226 0.06
H -5.838 2.255 0.100 0.08
C 2.346 4.363 4.749 -0.16
O 2.395 3.523 3.606 -0.14
H 3.091 5.152 4.637 0.08
H 1.353 4.813 4.836 0.07
H 2.570 3.779 5.646 0.08
H 1.728 2.834 3.730 0.07
C -4.065 -3.118 -0.134 -0.15
O -4.131 -1.801 0.394 -0.14
H -5.043 -3.590 -0.027 0.08
H -3.796 -3.079 -1.193 0.06
H -3.321 -3.700 0.416 0.09
H -3.255 -1.406 0.287 0.04
C -7.835 -1.324 3.100 -0.16
O -6.448 -1.221 3.379 -0.13
H -8.370 -1.487 4.036 0.07
H -8.189 -0.398 2.638 0.07
H -8.016 -2.168 2.429 0.07
H -5.998 -1.077 2.535 0.05
C 0.259 -5.295 6.761 -0.16
O 0.710 -4.006 6.372 -0.13
H 0.318 -5.963 5.901 0.08
H 0.892 -5.679 7.561 0.05
H -0.780 -5.234 7.101 0.07
H 0.648 -3.436 7.147 0.08
C -5.656 -1.157 -3.205 -0.17
O -5.424 -1.779 -4.461 -0.12
H -5.573 -1.910 -2.420 0.07
H -4.910 -0.376 -3.036 0.08
H -6.660 -0.726 -3.187 0.06
H -5.503 -1.094 -5.136 0.08
C 3.783 2.561 -5.749 -0.16
O 4.195 2.640 -4.395 -0.13
H 3.818 1.519 -6.067 0.08
H 2.760 2.934 -5.847 0.08
H 4.457 3.153 -6.376 0.06
H 4.155 3.569 -4.139 0.08
C 6.623 2.800 -1.673 -0.16
O 6.226 3.040 -0.330 -0.16
H 6.106 1.912 -2.037 0.05
H 6.353 3.657 -2.297 0.07
H 7.703 2.633 -1.715 0.08
H 6.695 3.828 -0.031 0.07
C 6.526 -1.842 -3.168 -0.15
O 5.716 -0.849 -2.559 -0.20
H 6.694 -2.646 -2.451 0.08
H 6.019 -2.244 -4.050 0.07
H 7.488 -1.408 -3.457 0.07
H 5.581 -0.150 -3.211 0.06
C -8.646 1.760 -3.017 -0.16
O -8.414 1.143 -4.276 -0.13
H -8.564 1.007 -2.235 0.06
H -7.899 2.541 -2.848 0.07
H -9.650 2.192 -2.999 0.08
H -8.492 1.829 -4.951 0.06
C -1.651 -2.707 -3.202 -0.14
O -1.241 -2.621 -1.846 -0.18
H -1.615 -3.750 -3.515 0.08
H -2.675 -2.334 -3.304 0.06
H -0.977 -2.118 -3.830 0.08
H -1.280 -1.690 -1.592 0.02
C -8.084 4.957 -5.300 -0.15
O -7.853 4.337 -6.557 -0.13
H -8.001 4.204 -4.517 0.06
H -7.338 5.737 -5.131 0.08
H -9.088 5.389 -5.282 0.08
H -7.931 5.021 -7.232 0.07
C 7.615 3.730 -5.609 -0.16
O 6.803 4.716 -4.988 -0.14
H 7.791 2.922 -4.899 0.08
H 7.104 3.332 -6.490 0.07
H 8.572 4.170 -5.901 0.07
H 6.662 5.418 -5.634 0.08
C 1.519 -8.534 7.705 -0.17
O 2.393 -7.428 7.542 -0.14
H 0.702 -8.242 8.366 0.08
H 1.111 -8.829 6.735 0.08
H 2.062 -9.372 8.151 0.07
H 3.105 -7.712 6.956 0.09
C 1.429 5.225 0.435 -0.16
O 1.678 4.624 -0.827 -0.13
H 1.506 4.463 1.211 0.05
H 2.171 6.006 0.619 0.08
H 0.423 5.653 0.446 0.08
H 1.603 5.318 -1.493 0.07
```

---

# 2
Molecular formula: C3H7N3O
Method: DFT, ωB97M-V with the def2-TZVPD basis set

highest occupied orbital energy: -8.31 eV
Kohn-Sham gap: 8.2 eV
energy above the lowest of the compared OMol25 structures with the same formula, charge and spin: 795.3 kJ/mol
charge: 0
2S+1: 1
electronic energy: -9734.7903 eV

The geometry in XYZ format:
```
14
Properties=species:S:1:pos:R:3:lowdin_charge:R:1
N 0.469 -0.569 0.300 -0.11
C 0.431 0.677 -0.351 -0.53
N 1.849 0.968 -0.423 0.06
C -0.985 0.046 0.845 -0.13
C -2.109 -0.665 0.822 0.01
O 0.784 -1.648 -0.475 0.01
N -0.327 1.312 -1.201 0.15
H 0.965 -2.353 0.171 0.12
H 2.386 0.316 -0.979 0.07
H 2.438 1.470 0.221 0.07
H 0.145 1.507 -2.079 0.06
H -0.924 0.914 1.486 0.11
H -2.936 -0.440 1.475 0.05
H -2.187 -1.536 0.188 0.06
```

---

# 3
Molecular formula: C25H24Cl12F17N2O3
Method: DFT, ωB97M-V with the def2-TZVPD basis set

highest occupied orbital energy: -12.16 eV
Kohn-Sham gap: 7.7 eV
energy above the lowest of the compared OMol25 structures with the same formula, charge and spin: 0.0 kJ/mol
charge: +1
2S+1: 1
electronic energy: -231895.7917 eV

The geometry in XYZ format:
```
83
Properties=species:S:1:pos:R:3:lowdin_charge:R:1
C 2.333 -6.385 0.745 -0.07
C 0.963 -6.637 0.102 -0.22
N -0.044 -5.605 0.362 0.01
O 0.579 -4.326 0.071 -0.04
C -0.354 -3.584 -0.584 -0.45
O -0.263 -3.274 -1.729 0.17
C -1.531 -3.128 0.238 -0.02
C -2.794 -3.430 -0.267 0.10
C -3.927 -3.043 0.419 -0.18
C -5.330 -3.354 -0.015 -0.10
C -6.240 -2.107 -0.132 -0.15
C -5.589 -0.880 -0.755 -0.24
O -5.105 -0.038 0.296 -0.07
N -3.743 -2.347 1.557 0.16
C -2.542 -2.032 2.067 -0.03
C -1.377 -2.421 1.441 -0.10
C -0.057 -2.060 2.072 -0.09
C 0.944 -1.400 1.108 -0.05
C 1.848 -0.449 1.860 -0.41
F 1.145 0.615 2.333 0.12
F 2.331 -1.103 2.952 0.13
C 3.077 0.080 1.033 -0.34
F 3.120 -0.539 -0.167 0.15
F 4.204 -0.226 1.698 0.17
C 3.160 1.623 0.779 -0.34
F 3.245 2.260 1.957 0.17
F 4.319 1.806 0.122 0.17
C 2.010 2.230 -0.112 -0.31
F 2.512 2.569 -1.311 0.17
F 1.067 1.278 -0.326 0.14
C 1.273 3.485 0.448 -0.33
F 0.177 3.663 -0.318 0.16
F 0.850 3.238 1.695 0.16
C 2.142 4.797 0.444 -0.33
F 1.975 5.388 1.641 0.17
F 3.442 4.475 0.313 0.15
C 1.790 5.897 -0.607 -0.34
F 2.622 6.926 -0.329 0.15
F 0.525 6.303 -0.421 0.18
C 2.008 5.588 -2.117 -0.54
F 3.242 5.141 -2.330 0.19
F 1.831 6.728 -2.795 0.18
F 1.128 4.691 -2.565 0.18
H 3.083 -6.129 -0.001 0.08
H 2.683 -7.276 1.267 0.08
H 2.299 -5.577 1.477 0.07
H 0.509 -7.561 0.460 0.12
H 1.066 -6.684 -0.982 0.09
H -0.272 -5.583 1.354 0.12
H -2.869 -3.985 -1.193 0.15
H -5.288 -3.912 -0.949 0.13
H -5.748 -4.023 0.744 0.14
H -6.602 -1.852 0.866 0.12
H -7.112 -2.404 -0.714 0.12
H -6.336 -0.338 -1.339 0.12
H -4.778 -1.153 -1.438 0.13
H -4.306 0.408 0.001 0.09
H -4.572 -2.023 2.043 0.17
H -2.544 -1.450 2.976 0.06
H 0.381 -2.968 2.495 0.14
H -0.250 -1.406 2.924 0.13
H 0.423 -0.885 0.303 0.13
H 1.571 -2.161 0.644 0.13
C -3.477 -2.493 6.701 -1.52
Cl -4.772 -1.542 7.399 0.57
Cl -3.466 -2.314 4.919 0.56
Cl -1.911 -2.046 7.349 0.56
H -3.658 -3.538 6.913 0.02
C 1.170 8.464 -5.770 -1.57
Cl 1.282 7.533 -7.263 0.53
Cl 2.055 9.982 -5.903 0.53
Cl -0.516 8.753 -5.333 0.52
H 1.623 7.882 -4.980 -0.02
C 5.822 7.969 0.057 -1.57
Cl 6.327 6.514 0.917 0.53
Cl 6.814 9.350 0.518 0.54
Cl 5.869 7.716 -1.689 0.53
H 4.799 8.183 0.336 -0.01
C -0.039 -4.668 -5.166 -1.56
Cl 0.192 -5.719 -3.767 0.53
Cl 1.172 -4.984 -6.400 0.55
Cl -1.671 -4.844 -5.814 0.52
H 0.078 -3.646 -4.830 0.01
```

---

# 4
Molecular formula: C9H8BrF2N
Method: DFT, ωB97M-V with the def2-TZVPD basis set

highest occupied orbital energy: -7.96 eV
Kohn-Sham gap: 7.3 eV
charge: 0
2S+1: 1
electronic energy: -86424.4125 eV

The geometry in XYZ format:
```
21
Properties=species:S:1:pos:R:3:lowdin_charge:R:1
C 1.318 2.274 1.183 -0.10
C 2.663 1.880 0.912 -0.08
C 0.244 1.605 0.660 -0.13
C 2.917 0.756 0.110 -0.17
C 0.544 0.473 -0.055 -0.05
C 1.811 0.099 -0.356 -0.78
C -1.496 -2.205 0.241 0.02
C -1.534 -1.019 -0.747 -0.14
C -2.317 -0.985 0.466 -0.43
N -1.821 -1.083 -2.083 0.18
F -3.674 -1.052 0.378 0.08
F -2.136 -0.021 1.543 0.02
Br 2.149 -1.454 -1.316 0.74
H 1.002 3.175 1.752 0.11
H 3.576 2.476 0.978 0.10
H -0.780 2.010 0.910 0.12
H 3.959 0.707 -0.292 0.12
H -2.049 -3.155 -0.029 0.14
H -0.733 -2.471 0.999 0.12
H -2.247 -0.360 -2.557 0.09
H -1.396 -1.652 -2.696 0.06
```